DFT (ωB97M-V with the def2-TZVPD basis set) results for a molecular structure, C25H57BCl4O3PV in a non-equilibrium geometry.

Calculated values
net charge: +1
E_HOMO (spin up / spin down): -0.400 / -0.400 Ha
spin multiplicity: 4
lowest unoccupied orbital energy (spin up / spin down): -3.99 / -4.25 eV
⟨S²⟩: 3.761

Each line ends with the Löwdin charge.
Cartesian coordinates (Å):
V -2.3541 -2.7811 0.5758  0.987
Cl 2.8909 3.8137 3.5110  0.533
Cl 3.1662 1.2241 2.2991  0.569
Cl 5.5189 2.7611 3.0277  0.553
Cl 3.9132 3.5831 0.7957  0.498
P -0.7250 1.6668 -1.9908  1.011
O -0.6582 -3.1279 1.7239  -0.372
O 1.7546 -3.3962 6.8998  0.080
O 1.6929 -6.8573 0.5915  0.104
C -2.2081 1.2707 -2.9548  -0.276
C -0.2427 1.9650 0.7955  -0.265
C 3.0610 -0.1804 -2.0402  -0.234
C 0.6276 -2.7142 2.0535  -0.419
C -3.3678 2.2701 -2.8677  -0.240
C 0.6141 -3.0856 6.7017  -0.515
C 2.0875 5.3005 -3.4201  -0.097
C -0.1780 3.3695 -2.3253  -0.256
C 0.2845 3.5193 -3.7654  -0.247
C 2.8608 -1.2667 -0.9828  -0.097
C 0.8429 -1.3335 2.6755  -0.101
C 0.0330 -1.8854 7.4066  -0.026
C 3.3608 -5.3900 -0.2802  -0.017
C -5.6961 2.7595 -3.7838  -0.099
C 2.0060 0.9396 -1.9768  -0.241
C 0.9289 -5.3205 -1.0287  -0.022
C -0.8412 1.9394 2.1969  -0.272
C 3.8625 2.8281 2.4096  -2.044
C 0.5905 0.4892 -2.3546  -0.253
C -1.7241 3.1292 2.5319  -0.086
C 0.7425 4.9771 -4.0482  -0.249
C -0.2267 -3.7525 5.6463  -0.016
C -4.4757 1.8467 -3.8211  -0.273
C -1.2355 1.4987 -0.2503  -0.257
C 1.9769 -5.9850 -0.1696  -0.512
B -3.2377 -4.8817 0.6959  -0.380
H 3.0968 -0.6150 -3.0419  0.117
H 1.8780 -1.2375 3.0127  0.058
H 0.1851 -1.2405 3.5435  0.068
H 3.2856 -4.3476 0.0281  0.064
H 2.3359 1.7333 -2.6477  0.100
H 2.0259 1.2983 -0.9427  0.084
H -2.2166 -4.7910 0.1034  -0.049
H 1.0593 -3.4158 2.7832  0.107
H 4.0894 -5.9741 0.2733  0.086
H -0.6752 -1.3275 6.7928  0.072
H -1.1212 4.0319 2.6182  0.080
H -2.4921 0.3266 -2.4640  0.099
H -0.4943 3.3205 -4.5074  0.112
H -0.5815 -2.9434 4.9972  0.063
H 2.4880 6.2438 -3.7983  0.080
H 0.6522 -0.5197 1.9686  0.027
H -3.1821 -4.2287 1.6805  -0.033
H -2.2698 2.9878 3.4628  0.081
H 0.4164 -0.4959 -1.9123  0.095
H -3.0019 3.2667 -3.1280  0.111
H 2.8513 4.5882 -3.7449  0.079
H 0.4990 0.3496 -3.4408  0.107
H -0.0862 -5.5047 -0.6861  0.065
H 0.6093 3.5981 -1.6041  0.091
H -1.8559 0.9842 -3.9495  0.105
H -5.4597 3.7379 -4.1994  0.078
H -0.5552 -2.1991 8.2765  0.089
H -1.4927 0.4425 -0.1070  0.087
H 3.9980 0.3403 -1.8323  0.115
H 1.9381 -1.8281 -1.1508  0.052
H 1.0702 -4.2310 -1.0181  0.055
H -1.0467 3.9798 -2.0660  0.107
H 3.6915 -1.9698 -1.0082  0.079
H 1.1088 2.8541 -4.0252  0.100
H 0.8455 -1.2671 7.7757  0.082
H 3.6726 -5.4280 -1.3292  0.087
H 1.0003 -5.5801 -2.0885  0.089
H 0.3381 -4.4248 5.0102  0.082
H -1.3796 1.0003 2.3783  0.106
H 2.8237 -0.8115 0.0074  0.053
H -2.1313 2.1202 -0.1394  0.091
H -4.0890 1.7608 -4.8405  0.116
H 0.7670 4.9844 -5.1420  0.112
H -3.7152 2.2691 -1.8331  0.112
H -0.0381 5.6873 -3.7691  0.113
H -6.4950 2.3386 -4.3954  0.078
H 2.0066 5.3600 -2.3355  0.069
H 0.6444 1.3413 0.7525  0.055
H -2.4898 3.2518 1.7597  0.068
H -6.1057 2.8219 -2.7759  0.078
H -4.8171 0.8313 -3.5869  0.115
H 1.2994 -2.7797 1.1747  0.081
H 0.1292 2.9773 0.5993  0.116
H -3.3814 -6.0160 1.0052  0.015
H -0.0177 1.8427 2.9094  0.098
H -4.1569 -4.4781 0.0126  -0.005
H -1.1030 -4.2088 6.1070  0.092

DFT (ωB97M-V with the def2-TZVPD basis set) results for 4 unconnected molecules or ions with the total composition C25H57FN4O7 in a non-equilibrium geometry.

Calculated values
E_HOMO: -0.317 Ha
energy above the lowest of the compared OMol25 structures with the same formula, charge and spin: 0.0 kJ/mol
lowest unoccupied orbital energy: 0.56 eV

Each line ends with the Löwdin charge.
Cartesian coordinates (Å):
F -2.1487 -3.6769 1.3330  -0.082
O 5.6953 2.0326 -7.0539  -0.196
O -3.6640 0.7812 -0.0316  -0.184
O 1.9444 0.7111 -4.6777  -0.202
O -2.5272 2.3438 3.7985  -0.214
O 1.5293 -3.8221 -4.1617  0.114
O -0.1900 -2.1128 2.2992  -0.243
O 2.0075 -0.9647 6.2802  -0.195
N 0.4302 -4.1393 -2.1168  0.078
N 2.9721 3.0375 -6.5021  -0.051
N -5.0825 2.0843 2.4069  -0.043
N -0.6911 -0.7560 5.1069  -0.041
C -2.2218 -2.3003 -0.6245  0.003
C 1.9187 2.0931 -4.3742  -0.224
C 0.8597 -3.3624 -3.2713  -0.437
C -1.6299 -1.2789 4.1241  -0.190
C 5.4616 1.5357 -8.3545  -0.117
C -4.6847 1.3704 3.6115  -0.217
C 1.8304 2.9952 -5.5986  -0.202
C 3.2197 0.1651 -4.9657  -0.089
C -3.7592 2.1834 4.4846  -0.208
C -0.0577 -3.4644 0.2583  -0.114
C 0.5017 -1.9200 -3.0151  -0.085
C 0.9667 -1.8034 -1.5600  -0.125
C 1.1427 -2.2205 2.7592  -0.066
C 5.3629 3.4016 -6.8710  -0.220
C 0.8182 -3.2544 -0.9791  -0.289
C 4.1994 3.5543 -5.9180  -0.221
C -1.1933 -2.4416 3.2435  -0.193
C -4.6798 0.1954 0.7632  -0.231
C 2.4067 0.3741 6.0798  -0.118
C -1.5715 -3.5105 0.0458  -0.309
C 0.7981 -1.1203 7.0106  -0.219
C -5.6393 1.2123 1.3750  -0.193
C -0.2922 -1.6995 6.1385  -0.218
C -2.4944 1.1896 0.6497  -0.094
C -2.1626 3.6712 3.4924  -0.117
H -0.5965 -1.8989 -3.0276  0.118
H 5.9665 2.1459 -9.1100  0.087
H 0.9586 2.6822 -6.1778  0.120
H 0.9342 -1.2080 -3.7159  0.097
H -2.0655 -2.7479 2.6597  0.102
H 0.4817 -0.1579 7.4244  0.121
H 5.1297 3.8663 -7.8338  0.122
H 2.7716 2.3481 -3.7331  0.111
H 1.2472 -3.0220 3.4960  0.104
H 0.9922 -1.8042 7.8413  0.121
H -2.5403 -1.5849 4.6514  0.124
H -1.9052 -0.4500 3.4659  0.090
H 3.1436 2.1091 -6.8666  0.076
H -1.6644 1.1171 -0.0540  0.086
H 3.4538 0.1995 -6.0332  0.078
H -2.2832 0.5439 1.5070  0.074
H -3.5627 1.6124 5.3966  0.122
H 4.4759 3.0585 -4.9763  0.107
H -2.9684 -1.8833 0.0612  0.070
H -4.1396 0.4422 3.3921  0.092
H 5.8691 0.5272 -8.3898  0.088
H 4.0096 0.6830 -4.4149  0.090
H -4.2228 -0.4439 1.5285  0.101
H -4.1858 3.1513 4.7643  0.124
H 1.6319 4.0152 -5.2525  0.118
H 1.8322 -3.5502 -0.6896  0.136
H -2.5524 2.2239 0.9994  0.070
H 1.7251 0.9193 5.4169  0.080
H 1.7698 -2.4520 1.8982  0.091
H 3.3946 0.3489 5.6236  0.087
H 1.5057 -1.2895 3.2049  0.087
H -5.5811 1.0928 4.1745  0.125
H -6.0226 1.8374 0.5656  0.119
H 3.2046 -0.8826 -4.6622  0.084
H 0.1880 -2.6772 0.9846  0.043
H 4.3948 1.4936 -8.6012  0.082
H 6.2366 3.9061 -6.4492  0.121
H -0.5854 -4.1747 -2.1791  0.102
H -2.7580 -2.5762 -1.5380  0.089
H -1.5091 -1.5096 -0.8539  0.061
H -4.2773 2.5570 2.0159  0.072
H 1.0135 2.2534 -3.7826  0.121
H -0.8818 -3.3126 3.8334  0.126
H 0.4589 -1.0069 -1.0123  0.099
H -6.4946 0.6772 1.8003  0.119
H -2.8413 4.1350 2.7666  0.083
H -5.2352 -0.4636 0.0907  0.123
H 0.1354 -0.4169 4.6313  0.079
H -2.1394 4.2959 4.3909  0.088
H -1.8325 -4.4328 -0.4897  0.136
H 0.0759 -2.6550 5.7371  0.109
H -1.1623 3.6382 3.0640  0.089
H 4.0630 4.6182 -5.6998  0.124
H -1.1605 -1.9222 6.7667  0.124
H 2.4716 0.9163 7.0285  0.087
H 0.2237 -4.4255 0.7079  0.137
H 2.0336 -1.5507 -1.5310  0.114

DFT (ωB97M-V with the def2-TZVPD basis set) results for a molecular structure, C25H57N7O19S3 in a non-equilibrium geometry.

Calculated values
net charge: -2
E_HOMO: -0.174 Ha
lowest unoccupied orbital energy: 3.85 eV

Each line ends with the Löwdin charge.
Cartesian coordinates (Å):
S -2.9436 4.9979 5.5468  0.615
S -6.0036 0.5520 4.0570  0.304
S -7.9292 1.3163 -1.7900  0.615
O -2.9886 3.5447 6.2439  -0.197
O -2.4311 4.4172 4.1494  -0.188
O -3.6313 -4.4709 6.5980  -0.003
O -0.5229 0.0410 2.0693  0.007
O -4.7380 -0.1774 4.3917  -0.424
O -6.3792 0.8403 -1.7852  -0.192
O -8.7871 0.2606 -1.3558  -0.221
O -9.5860 6.4109 1.7841  0.002
O -7.7129 2.3780 -0.6211  -0.202
O -6.9771 -0.3811 3.4859  -0.371
O -4.2575 5.5542 5.4327  -0.239
O -6.6329 -3.5439 -0.0757  -0.003
O -6.5347 1.1697 5.2876  -0.368
O -8.0708 1.0784 9.6572  -0.008
O -8.2050 1.9918 -3.0120  -0.235
O -9.2972 5.5486 5.3254  0.031
O -10.9111 -1.6155 4.3448  0.013
O -1.9122 5.7876 6.1385  -0.238
O -5.6963 1.6183 3.0903  -0.371
N -4.2890 -2.3718 6.0865  0.019
N -2.0659 -0.1954 3.7077  0.012
N -7.5941 -2.2300 1.5197  0.023
N -7.9208 5.0774 7.0581  0.032
N -7.7836 5.3812 2.6551  0.044
N -8.8117 -2.3271 4.6687  0.024
N -6.5173 1.1557 8.0078  -0.006
C -3.6122 2.6795 5.2727  -0.168
C -8.6420 0.1510 7.5065  0.005
C -4.7948 -2.1005 7.4241  -0.058
C -7.7825 -3.2399 5.1359  -0.063
C -8.4886 5.8823 1.6179  -0.545
C -1.0889 -0.3231 4.7513  -0.091
C -9.7655 6.6126 7.4160  -0.008
C -6.5653 -2.8830 0.9624  -0.574
C -5.9389 0.7894 -0.4166  -0.129
C -5.2752 -2.8445 1.7326  -0.016
C -7.8314 5.9220 0.2495  -0.007
C -6.4886 4.7272 2.5787  -0.080
C -6.8524 1.7881 0.3577  -0.154
C -7.0776 4.1369 6.3396  -0.039
C -3.6316 -3.5148 5.8197  -0.561
C -1.6956 -0.0283 2.4242  -0.566
C -2.8402 0.1383 1.4453  -0.002
C -8.9197 -2.2233 0.9593  -0.066
C -8.9620 5.7077 6.4944  -0.545
C -10.1260 -2.3376 4.9521  -0.566
C -10.5553 -3.2084 6.1044  -0.016
C -7.7272 0.8410 8.4977  -0.558
C -2.9677 3.1012 3.9308  -0.132
C -5.4805 1.8150 8.7652  -0.071
C -2.9014 -3.5984 4.4949  0.006
H -8.0983 -4.2821 5.0433  0.085
H -3.5412 1.6170 5.4756  0.114
H -7.6823 5.2533 8.0177  0.134
H -8.4718 -1.6160 4.0322  0.087
H -10.7172 6.7942 6.9188  0.077
H -2.7288 -4.6533 4.2927  0.078
H -6.9689 -3.1777 4.4125  0.075
H -7.1272 4.2741 5.2667  0.072
H -7.4185 3.1357 6.5987  0.070
H -0.7333 0.6309 5.1715  0.080
H -7.9258 4.9226 -0.1842  0.071
H -4.9027 1.0954 -0.3284  0.113
H -9.3873 -0.4573 8.0139  0.074
H -4.4211 -2.7584 1.0576  0.079
H -6.0247 4.1711 6.6126  0.064
H -6.0966 -0.2223 -0.0487  0.118
H -5.7305 -2.6367 7.5837  0.068
H -4.6725 2.9384 5.2402  0.089
H -3.4598 -3.1111 3.6984  0.050
H -10.5575 -4.2777 5.8692  0.076
H -9.0914 0.9035 6.8587  0.092
H -2.1490 2.4240 3.6891  0.115
H -8.0780 -0.5294 6.8660  0.061
H -9.2831 7.5874 7.4730  0.078
H -4.9240 2.4882 8.1141  0.066
H -5.9024 2.3737 9.6011  0.076
H -0.1876 -0.8123 4.3815  0.079
H -1.9116 -3.1486 4.5921  0.071
H -6.3758 1.1021 6.9879  0.062
H -4.7846 1.0868 9.1939  0.076
H -9.6437 -2.7793 1.5675  0.075
H -8.1612 5.5218 3.5875  0.096
H -2.7966 -0.6876 0.7347  0.082
H -8.3627 6.6336 -0.3726  0.075
H -7.4779 1.2669 1.0835  0.123
H -9.3203 -1.2111 0.9117  0.079
H -3.7036 3.0784 3.1313  0.114
H -1.5048 -0.8476 5.6133  0.076
H -3.8200 0.1990 1.9151  0.052
H -7.3703 -1.5660 2.2753  0.064
H -3.0622 -0.2383 3.9731  0.069
H -7.4320 -2.9892 6.1357  0.064
H -9.8806 -3.0626 6.9476  0.072
H -11.5943 -2.9960 6.3462  0.076
H -8.9144 -2.7029 -0.0165  0.078
H -4.3695 -1.6244 5.3832  0.075
H -6.5308 3.6769 2.8883  0.058
H -6.0068 4.7691 1.6065  0.071
H -5.2130 -2.1222 2.5466  0.053
H -9.9594 6.0786 8.3445  0.075
H -6.2870 2.5235 0.9150  0.091
H -5.1028 -3.8470 2.1442  0.084
H -2.6446 1.0722 0.9146  0.083
H -5.0093 -1.0323 7.4482  0.068
H -5.8151 5.1805 3.3145  0.074
H -6.7808 6.1984 0.3144  0.068
H -4.0562 -2.3546 8.1799  0.082